[1]
DFT (the ωB97M-V functional and the def2-TZVPD basis) results for a structure of composition C43H45O2P3PdS2Si.

```
97
Properties=species:S:1:pos:R:3:mulliken_charge:R:1
C -1.8853 -1.5698 -5.0284 -0.6782
C -2.3961 1.7167 -3.2026 -0.4760
H -2.8587 1.6044 0.1520 0.5505
H 1.6513 -1.9050 3.7420 0.0219
C -3.7170 1.5567 -3.6063 -0.6930
H -1.5157 -1.4101 -6.0338 0.4343
H -1.6223 -4.3903 -1.7998 0.4070
H -4.7618 -2.1504 -3.3408 0.4347
C -1.0018 -1.5496 -3.9587 -0.5318
C 0.1391 0.3430 7.2470 -1.2004
H -1.1478 -3.9090 3.0923 0.4997
H 3.0242 2.7118 -5.6556 0.4150
H -1.9052 1.7694 5.9763 0.2486
O 2.1316 0.6421 4.8833 -0.3548
C -1.4368 5.6001 0.4179 -0.6353
H -2.6097 0.6435 7.1592 0.4407
H 4.0902 1.5958 -0.4057 0.3429
H -2.3662 4.2176 -0.9334 0.3917
C -1.2381 -4.0259 2.0192 -0.5643
C -1.4780 -4.2884 -0.7316 -0.2544
O -0.2864 -0.0925 4.8342 -0.1578
C 1.2894 -3.6652 -2.6464 -0.2220
C 0.6951 3.8251 0.4795 -0.8567
C 1.2849 3.4275 -4.6164 -0.7981
C 0.7150 2.2245 -2.6079 -0.0986
C -0.4230 3.5406 -0.3067 0.6379
C 2.4463 -4.1288 -3.2491 -0.9310
S 0.7707 0.3817 2.2780 0.5968
C -2.0825 1.7633 -1.8487 0.5395
H -2.8152 0.3543 5.4203 0.2965
H -3.1983 -2.1089 -1.4399 0.5992
C 2.3765 2.5824 -4.7971 -0.8472
H 0.0542 -1.3812 -4.1372 0.3468
C -4.7264 1.4293 -2.6663 -0.5460
C -0.3232 5.8777 1.1954 -0.5884
H -2.3443 -6.2022 -0.3250 0.4063
Pd 0.3919 0.1220 -0.0173 -0.9903
C 1.2483 -2.3973 -2.0647 -0.6806
H 0.4169 -4.3045 -2.6341 0.2795
C -2.8250 -1.9623 -2.4464 -0.4975
H 1.5092 3.1118 0.5336 0.2305
C -3.1028 1.5998 -0.9049 -0.6870
H 2.9344 -2.6598 4.7041 0.5137
C -3.2365 -1.8021 -4.8113 -0.5877
H -1.6164 1.8191 -3.9460 0.4248
H -5.2012 1.3312 -0.5719 0.4297
C -1.4610 -1.7721 -2.6606 0.3670
C -0.8470 -0.0919 6.1761 0.4332
H -2.2710 6.2908 0.3969 0.4136
H 4.6998 -1.1128 3.6170 0.4727
H -0.3919 -2.1031 1.6206 0.2102
C -4.4177 1.4429 -1.3110 -0.8073
H 4.4195 -1.4273 -2.7692 0.3413
H -5.7539 1.3058 -2.9873 0.3931
H -0.3882 3.9125 -3.3696 0.5256
H -0.2909 6.7812 1.7915 0.3792
H -2.1151 -5.9813 2.1312 0.3894
H 3.4100 -0.3748 2.6422 -0.1080
H -3.9532 1.5271 -4.6626 0.4364
P -0.2859 -1.7665 -1.2633 2.1162
C 0.4597 3.2521 -3.5204 -0.1613
C 2.6498 1.5920 -3.8680 -0.6743
C 2.2168 -1.8368 4.6734 -0.8559
H 2.4673 -5.1208 -3.6833 0.4281
H 1.0326 -0.2826 7.2448 0.2279
C -3.7058 -1.9877 -3.5179 -0.8232
Si 2.3177 0.1730 -1.3650 1.6053
H 4.4341 0.6409 3.6721 0.3375
H 3.5229 0.9611 -4.0125 0.3694
C 4.0720 0.6333 -0.9223 -1.3114
C 2.3708 -1.5632 -2.1145 0.5917
C -1.4935 4.4291 -0.3288 -0.2460
H -3.9240 -1.8323 -5.6476 0.4061
S 0.3185 2.8422 4.5349 -0.4213
C 0.7448 4.9888 1.2257 -0.5890
H 3.5488 -0.5066 5.6820 0.2607
H 4.5218 -0.1161 -0.2658 0.3944
H -0.3416 0.2541 8.2234 0.4711
C 3.9398 -0.3280 3.5940 -1.0259
P 0.7250 0.9804 4.2133 -0.1066
C -1.7809 -5.1816 1.4816 -0.5723
C 1.8323 1.3940 -2.7473 -0.0280
H 1.5258 -1.9479 5.5097 0.1866
H 0.4415 1.3803 7.0994 0.2815
C 2.9802 -0.5248 4.7518 0.4650
P -0.4004 1.9597 -1.1944 1.6005
C -2.1268 0.7224 6.1823 -1.3390
C 3.5317 -2.0517 -2.7301 -0.6204
H 1.0855 4.2214 -5.3251 0.4170
H 4.6827 0.7232 -1.8278 0.4157
C -1.9049 -5.3089 0.1022 -0.8936
H 4.4867 -3.6783 -3.7516 0.4189
H 1.6035 5.1909 1.8525 0.4151
C 3.5760 -3.3199 -3.2876 -0.7297
H -1.0915 -1.1431 6.3334 0.2155
C -0.8108 -3.0011 1.1828 -0.7919
C -0.9096 -3.1257 -0.2014 0.5081
```

Values from the calculation:
Spin multiplicity: 3
HOMO level (alpha / beta) in Eh: -0.226 / -0.273
HOMO-LUMO gap (alpha / beta) in eV: 6.68 / 6.15
Expectation value of S²: 2.010
Total charge: 0


[2]
DFT (the ωB97M-V functional and the def2-TZVPD basis) results for a structure of composition C43H46BrN5OSW.

```
98
Properties=species:S:1:pos:R:3:mulliken_charge:R:1
C 1.2795 -1.9175 -4.6664 0.1139
O 1.5476 -0.0480 -2.4803 -0.4982
C -2.4188 -0.9783 1.6874 0.9834
H -2.8627 -3.0069 1.0686 0.3847
C 2.3579 -4.2158 1.6203 -0.8900
C -3.3304 0.3433 -4.3634 0.8354
H 3.4060 2.1464 -1.6539 -0.0082
H 0.9315 -2.3524 -5.6059 0.5862
N -4.0808 0.8047 -6.6128 -0.5467
H 2.4920 -5.2407 1.9389 0.4493
H -1.8274 1.1583 -5.6626 0.6385
H 4.0674 -1.2130 -3.4165 0.3810
H -3.4585 -0.6717 1.8433 0.5208
H 1.2832 0.0057 -5.6691 0.4437
C 3.1934 -3.2326 2.0711 -1.0466
H -7.1047 1.0135 -10.0950 0.4065
C 1.1651 -2.6119 0.3489 0.9610
C -0.8115 0.9427 2.1842 -0.7389
H -0.3328 4.2742 4.1424 0.4031
H 3.0828 -3.1231 -4.4892 0.3998
H -4.5248 -0.4615 -2.7348 0.4409
H 2.5649 1.7851 0.4802 0.6513
C -0.0689 1.7301 3.0768 1.2744
C -1.0642 0.7574 -3.7073 -0.5963
H 4.9316 2.0994 -0.7817 0.3936
C -1.5363 -0.1701 2.6070 0.5877
H -6.0862 -0.3722 -4.4188 0.1761
H 5.6216 0.0218 -1.9102 0.5345
C 0.4679 3.3684 -2.4100 -0.4409
H 0.4118 5.1590 2.8075 0.4220
C -1.4822 -0.5010 3.9589 -0.7024
C 2.6523 0.7529 0.8105 -0.2066
C -5.2634 0.6884 -7.3034 0.5773
H 2.8716 -0.7578 -5.6159 0.7049
C -1.4114 4.1737 -1.4820 -1.0802
H 0.3843 -1.7028 -4.0789 -0.1027
H -8.3347 -0.4535 -6.2498 0.3916
C 4.4518 1.8272 -1.7211 -0.9375
N -1.2785 0.3113 -2.4501 0.6207
H -0.0726 1.1157 -3.9283 0.5476
C -0.4902 4.3581 -2.5299 -0.9630
C -3.5564 -0.1061 -3.0605 -1.0373
H -4.7892 1.4021 -9.2882 0.4424
C 3.0290 -1.8856 1.6654 1.1028
C -0.1420 4.2564 3.0690 -1.3391
C -7.5681 -0.0539 -6.9013 -1.0607
H 4.6724 -1.0930 2.8240 0.4487
C 1.9485 -0.6019 -5.0540 -1.1253
C -2.5248 -0.1039 -2.1524 -0.1996
W 0.2554 0.5692 -0.8819 -0.7859
H 1.6160 3.0184 3.1697 0.6319
H 4.3305 1.2315 2.0880 0.6229
C -0.7365 0.2414 4.8551 -1.3503
H 4.6439 0.3038 -4.1457 0.5629
H 3.9977 -3.4738 2.7554 0.4990
C -2.3067 -2.4942 1.8553 -1.5551
H -0.7098 -0.0374 5.9007 0.4313
C 4.5746 0.3269 -1.9636 0.2299
H -0.5023 5.1383 -3.2741 0.5207
C -2.0381 0.7881 -4.6686 -0.9687
H 1.3443 3.2061 -3.0226 0.5313
C 1.3019 -3.9072 0.7341 -0.7067
N -0.7629 1.3518 0.7926 0.6520
C 1.7980 -0.2140 0.3298 1.7832
H -2.1795 2.8792 1.0425 0.9572
H -8.8284 0.1070 -8.6029 0.3993
C -1.3902 2.4471 0.4343 -0.1795
C -4.3421 0.3782 -5.4035 -0.0876
C 3.6848 0.4416 1.7249 -1.5333
N -5.6448 -0.0223 -5.2507 0.0360
C 4.0651 -0.1290 -3.3223 -0.8672
C 0.6422 3.0029 2.6753 -0.5436
C -5.5554 1.0026 -8.6377 -0.7772
H 4.0493 -0.2286 -1.1852 -0.3218
H 1.6347 -3.8770 -3.8406 0.3947
C -0.9630 3.0827 -0.7574 -0.1168
C -6.8386 0.7836 -9.0723 -0.5138
H -2.0460 -1.3524 4.3178 0.3959
Br -0.2427 -2.1078 -0.8501 0.3184
H 2.4183 -2.5900 -2.9306 0.0753
H -2.2862 4.7691 -1.2661 0.5919
H -2.6939 -0.4487 -1.1434 0.1949
C -6.2618 0.1709 -6.4649 0.7631
S 2.4017 0.4623 -3.6526 0.4430
N 0.2047 2.5770 -1.3346 0.8433
C -7.8310 0.2618 -8.2132 -0.4198
C 1.9870 -1.5526 0.7690 -0.5662
H 4.9290 2.4033 -2.5159 0.3773
H 0.6297 -4.6798 0.3838 0.5418
H -2.7176 -2.8299 2.8059 0.4583
C 3.8734 -0.8462 2.1347 -1.1426
H 0.8402 3.0224 1.6058 -0.1533
C -0.0402 1.3535 4.4130 -0.7795
H 0.5318 1.9496 5.1148 0.5594
H -1.2665 -2.8204 1.8116 0.4155
C 2.1607 -2.9264 -3.9366 -1.1821
H -2.1763 -0.7114 0.6603 -1.2402
H -1.1122 4.2987 2.5661 0.2571
```

Values from the calculation:
Spin multiplicity: 3
HOMO level (alpha / beta) in Eh: -0.462 / -0.463
HOMO-LUMO gap (alpha / beta) in eV: 5.90 / 6.18
Expectation value of S²: 2.024
Total charge: +2


The records above yield calculated total energy values of -110315.0019; -137526.9111 eV, respectively.